{"formula": "C49H39GeN5SeTa", "method": "ωB97M-V/def2-TZVPD", "e_above_lowest_ev": 0.0000, "e_lumo_ev": [-5.1, -5.1], "orbital_gap_ev": [5.0, 5.0], "homo_ev": [-10.112, -10.114], "charge": 1, "symbols": ["Ta", "C", "C", "C", "C", "C", "C", "C", "C", "C", "C", "C", "C", "C", "C", "C", "C", "C", "C", "C", "N", "C", "C", "C", "C", "C", "C", "C", "C", "C", "C", "C", "C", "N", "C", "C", "C", "C", "C", "N", "C", "C", "C", "C", "C", "C", "C", "C", "N", "H", "H", "H", "H", "H", "H", "H", "H", "H", "H", "H", "H", "H", "H", "H", "H", "H", "H", "H", "H", "H", "H", "H", "H", "H", "H", "H", "H", "Se", "C", "N", "C", "Ge", "C", "C", "C", "H", "H", "H", "H", "H", "H", "H", "H", "H", "H", "H"], "positions_angstrom": [[-0.30910, 5.18539, 24.47405], [4.85859, 1.94382, 29.24266], [3.52216, 2.05829, 29.52884], [2.65616, 2.65718, 28.64283], [3.08845, 3.09667, 27.40401], [4.42602, 2.88281, 27.03247], [5.31286, 2.37973, 28.00225], [2.02104, 3.70941, 26.48767], [1.59344, 3.06875, 25.35034], [2.23632, 1.84917, 24.86870], [1.80718, 1.58735, 23.62842], [0.91085, 2.62931, 23.22858], [0.33791, 2.76407, 22.02448], [0.64806, 1.76966, 21.01559], [2.01720, 1.71777, 20.61739], [2.42648, 0.68651, 19.75593], [1.51701, -0.21981, 19.23992], [0.21093, -0.10277, 19.64398], [-0.26440, 0.85012, 20.50271], [-0.73536, 3.61835, 21.67431], [-1.13377, 4.54520, 22.55567], [-2.15707, 5.23315, 22.02602], [-2.79994, 6.51265, 22.53471], [-3.83891, 7.16663, 21.70297], [-3.44250, 8.02045, 20.69061], [-4.35468, 8.70197, 19.85584], [-5.72025, 8.49505, 20.07489], [-6.09484, 7.70933, 21.13895], [-5.18315, 7.01152, 21.91973], [-2.39312, 7.25758, 23.64551], [-2.99436, 8.48005, 23.98583], [-2.32345, 8.97108, 25.01738], [-1.30900, 8.00921, 25.40851], [-1.37384, 6.97448, 24.48329], [-0.42294, 8.01113, 26.49282], [0.34706, 6.90614, 26.89304], [1.03469, 6.82453, 28.08288], [1.70001, 5.63178, 28.19038], [1.56244, 4.98486, 26.92139], [0.77390, 5.81377, 26.17564], [-0.61652, 9.12439, 27.50728], [-1.26001, 8.90526, 28.69206], [-1.30196, 9.89307, 29.67392], [-0.72287, 11.12545, 29.39902], [0.05673, 11.34290, 28.28412], [0.10071, 10.32204, 27.33379], [-2.51807, 4.59884, 20.73051], [-1.52790, 3.62834, 20.53140], [0.75733, 3.50286, 24.35924], [5.57724, 1.48849, 29.96693], [3.03665, 1.59278, 30.44598], [1.56945, 2.78338, 28.87094], [4.63043, 3.12756, 25.95746], [6.31091, 2.38962, 27.71964], [2.89286, 1.23638, 25.39845], [2.11423, 0.75463, 22.96568], [2.78061, 2.43047, 21.00554], [3.45033, 0.70645, 19.48567], [1.81213, -0.90940, 18.43989], [-0.50748, -0.77626, 19.34365], [-1.30087, 0.85101, 20.83168], [-2.37809, 8.04306, 20.50938], [-4.04212, 9.30515, 19.06758], [-6.43957, 8.94128, 19.39409], [-7.14867, 7.45293, 21.34108], [-5.49904, 6.44168, 22.78826], [-3.82419, 8.80817, 23.40730], [-2.44814, 9.87721, 25.60202], [1.11447, 7.60656, 28.85725], [2.39806, 5.52724, 28.99963], [-1.75695, 7.92982, 28.92055], [-1.92067, 9.73625, 30.56767], [-0.87138, 11.91826, 30.11389], [0.50607, 12.32226, 28.21897], [0.70285, 10.55888, 26.47601], [-3.27173, 4.91397, 19.98726], [-1.50665, 3.04839, 19.63306], [-5.00500, 4.51571, 25.04170], [-3.29727, 4.35376, 25.09458], [-2.13268, 4.34062, 25.07790], [3.67808, 7.52106, 21.96180], [2.63338, 7.36910, 23.62975], [3.64432, 6.46814, 25.13766], [2.25154, 9.23231, 24.01235], [1.03289, 6.25698, 23.23487], [4.08561, 8.59032, 21.97528], [3.14064, 7.20570, 20.98880], [4.51666, 6.87750, 21.94571], [4.62923, 6.93698, 25.31607], [3.88129, 5.44079, 24.83172], [3.15037, 6.38253, 26.05810], [3.23589, 9.75410, 24.03566], [1.69825, 9.43280, 24.86454], [1.74420, 9.72446, 23.23929], [1.40694, 5.39281, 22.56437], [0.36215, 6.76867, 22.54386]], "atomic_forces_ev_per_a": [[0.3, 0.1, 0.4], [1.3, -0.3, 0.2], [-1.6, -1.1, 1.8], [-1.4, 0.4, 0.0], [-0.6, -0.4, -0.8], [-1.1, 0.5, -0.3], [-1.7, 0.6, -0.8], [0.7, 0.9, 1.4], [1.9, -1.5, -0.6], [-1.0, 0.7, 0.2], [0.2, -0.5, -1.2], [0.7, 0.6, 2.4], [-2.2, -0.1, -1.5], [2.3, -0.3, -0.7], [-0.6, -0.9, -0.1], [-0.4, 1.3, 0.5], [0.6, 0.3, -0.5], [0.0, 0.1, 0.1], [0.7, 0.8, 0.9], [1.4, -0.4, 1.4], [0.3, 1.1, 1.0], [-3.3, 2.7, -1.0], [1.7, -2.9, -1.0], [0.1, -0.2, -0.6], [0.2, 0.3, -1.2], [-0.4, -1.8, 2.0], [0.7, 0.4, -0.3], [-1.4, -1.4, 0.4], [-0.4, 0.3, 0.8], [-0.2, -1.1, -1.0], [-0.6, -0.2, -1.0], [1.4, 0.9, 2.7], [-0.1, -0.4, -1.7], [0.0, 1.0, 1.4], [-1.2, -0.2, 0.9], [0.5, 1.3, -1.0], [1.1, 0.5, 3.1], [0.8, 1.3, -0.4], [-0.5, -0.5, 0.8], [-2.4, -1.8, -2.3], [2.0, 0.1, -1.1], [-1.1, -1.1, 1.5], [-0.8, 0.1, -0.5], [-0.2, -0.2, 1.2], [-0.9, -0.7, 0.1], [0.0, 0.9, 0.2], [1.5, 0.3, 0.6], [-2.6, 1.5, -0.8], [0.3, -1.0, -0.9], [-0.8, 0.5, -0.7], [1.1, 0.8, -1.1], [1.1, -0.3, 0.0], [0.6, -0.2, 1.3], [1.8, -0.4, -0.2], [0.9, -0.6, 1.0], [-0.3, 0.7, 0.7], [-0.9, -0.5, -0.3], [0.8, -0.3, -0.4], [-0.1, 0.0, 0.7], [-1.3, -1.6, -1.1], [0.2, 0.0, -0.1], [0.2, 0.5, -0.2], [0.7, 0.9, -1.2], [0.0, 0.0, 0.3], [0.5, 0.6, -0.2], [-0.2, -0.2, -0.3], [-0.4, 0.7, 0.1], [-0.3, -0.1, -0.3], [-0.4, -0.5, -0.6], [0.0, -0.9, 0.1], [0.5, 0.9, -0.5], [0.5, 0.1, -0.4], [0.1, 0.2, 0.2], [0.3, -0.1, -0.6], [0.0, -0.5, -0.5], [0.5, -0.2, 0.8], [0.4, -0.4, 0.0], [-0.5, -0.1, 0.1], [-2.1, 0.3, -0.1], [2.6, 0.1, 0.2], [-0.7, 0.9, -1.0], [0.1, -0.7, 0.3], [1.2, 0.3, -2.0], [2.1, -0.2, -0.5], [0.2, -1.1, -1.6], [-0.7, -1.4, -0.5], [0.4, 1.1, 1.6], [1.1, -0.7, 0.3], [-0.5, 0.0, -0.2], [-0.1, 0.1, -0.1], [-0.7, 0.3, 1.1], [-0.5, -0.4, 0.4], [-0.8, 0.2, 2.0], [-0.9, 0.4, -1.5], [-0.1, 1.1, 0.8], [0.2, 0.5, -0.3]]}


{"formula": "C7H10", "method": "ωB97M-V/def2-TZVPD", "e_above_lowest_ev": 5.0067, "e_lumo_ev": 1.0, "orbital_gap_ev": 8.3, "homo_ev": -7.294, "symbols": ["C", "C", "C", "C", "C", "C", "C", "H", "H", "H", "H", "H", "H", "H", "H", "H", "H"], "positions_angstrom": [[0.76606, -1.05042, 1.90450], [-0.46687, -0.63419, 1.55194], [-0.53708, 0.67108, 0.84143], [-1.06480, 0.90865, -0.53256], [0.16378, 1.18799, -1.45698], [0.63896, -0.28399, -1.27526], [-0.59051, -0.47138, -0.45500], [0.91706, -1.75244, 2.70553], [1.65140, -0.58910, 1.46062], [-1.36183, -1.18708, 1.81803], [0.32142, 1.29665, 1.13199], [-2.06629, 1.26236, -0.73943], [0.86237, 1.96089, -1.12544], [-0.14380, 1.37922, -2.48582], [0.62604, -0.88643, -2.18793], [1.58040, -0.47403, -0.74559], [-1.22811, -1.35961, -0.47122]], "atomic_forces_ev_per_a": [[0.0, 0.0, 0.5], [0.0, 0.1, 1.0], [0.4, -0.5, -0.3], [-0.4, 0.1, -0.3], [0.1, 0.4, -0.2], [0.1, 0.1, -0.1], [-0.1, 0.0, -0.6], [0.0, -0.4, -0.1], [-0.3, 0.1, 0.4], [0.0, 0.1, 0.3], [0.1, -0.6, -0.7], [-0.1, 0.0, -0.1], [-0.2, 0.0, 0.0], [0.0, 0.1, 0.1], [0.1, 0.2, 0.0], [-0.2, 0.1, -0.1], [0.3, 0.3, 0.5]]}


no.,total energy (Eh)
1,-6699.5404
2,-272.5340